C8H18AsI2O2 as an isolated structure, computed with the ωB97M-V functional and the def2-TZVPD basis.

Calculated values
- gap between HOMO and LUMO (eV) = 6.124
- E_tot (Ha) = -3296.9452
- charge = -1

Atoms and positions in Å:
C1 3.35 -2.19 -0.15
C2 3.57 -0.60 -0.57
O1 3.46 -0.34 -1.90
O2 3.87 0.48 0.39
C3 2.69 0.79 1.24
C4 1.58 1.74 0.42
C5 0.08 1.01 0.48
As1 -1.08 1.55 -1.08
C6 -2.69 0.53 -0.45
I1 -3.78 -0.08 -2.31
C7 -2.39 -0.86 0.36
C8 -3.87 -1.55 0.70
I2 -1.32 -2.39 -0.84
H1 3.36 -2.87 -1.13
H2 4.24 -2.58 0.52
H3 2.29 -2.37 0.34
H4 2.23 -0.24 1.55
H5 2.98 1.37 2.23
H6 1.98 1.77 -0.70
H7 1.53 2.84 0.86
H8 0.32 -0.16 0.51
H9 -0.43 1.27 1.52
H10 -0.52 0.36 -1.93
H11 -1.90 2.02 -2.35
H12 -1.59 2.78 -0.23
H13 0.10 2.44 -1.58
H14 -3.47 1.20 0.13
H15 -1.90 -0.70 1.44
H16 -4.77 -0.82 0.50
H17 -3.92 -1.79 1.87
H18 -4.00 -2.61 0.18

=====

C8H18Br6F2N3NiO8S2 as an isolated structure, computed with the ωB97M-V functional and the def2-TZVPD basis.

Calculated values
- energy relative to the best compared isomer or geometry (same formula, charge and spin) (kcal per mole) = 17.2
- gap between HOMO and LUMO (spin up / spin down) (eV) = 7.218 / 3.040
- E_tot (Ha) = -19029.6692
- 2S+1 = 3
- expectation value of S² = 2.007
- charge = +1

Atoms and positions in Å:
Ni1 3.65 1.63 -2.51
N1 1.95 1.50 -1.60
S1 1.26 0.55 -0.53
O1 0.19 -0.30 -0.91
O2 1.33 1.04 0.82
F1 2.53 -0.49 -0.58
S2 0.72 2.60 -1.90
O3 1.16 3.77 -2.58
O4 -0.30 2.76 -0.89
F2 -0.01 1.74 -3.05
C1 4.37 -2.65 -2.18
N2 4.76 -4.03 -1.77
O5 5.94 -4.30 -1.76
O6 3.86 -4.78 -1.52
H1 3.53 -2.74 -2.86
H2 5.19 -2.16 -2.71
H3 4.17 -2.21 -1.21
C2 -1.69 -2.32 0.32
N3 -2.66 -3.31 0.86
O7 -2.64 -4.41 0.39
O8 -3.42 -2.93 1.71
H4 -1.90 -1.96 -0.68
H5 -0.74 -2.85 0.25
H6 -1.61 -1.51 1.04
Br1 -5.00 1.43 1.32
C3 -3.45 1.65 2.52
C4 -2.13 1.54 1.76
Br2 -0.73 1.34 3.05
H7 -3.54 0.88 3.29
H8 -3.55 2.61 3.01
H9 -1.88 2.38 1.12
H10 -2.19 0.67 1.10
Br3 -3.01 -0.06 -2.24
C5 -3.34 1.83 -2.58
C6 -4.81 2.16 -2.40
Br4 -5.10 4.09 -2.66
H11 -2.95 1.97 -3.59
H12 -2.71 2.42 -1.91
H13 -5.10 1.93 -1.38
H14 -5.35 1.64 -3.17
Br5 4.73 1.51 3.38
C7 3.05 0.58 3.57
C8 3.29 -0.88 3.20
Br6 1.48 -1.67 2.88
H15 2.41 1.01 2.80
H16 2.62 0.72 4.56
H17 3.84 -1.39 3.98
H18 3.77 -0.97 2.23

=====

C8H18CeI2NOP2Se as an isolated structure, computed with the ωB97M-V functional and the def2-TZVPD basis.

Calculated values
- gap between HOMO and LUMO (spin up / spin down) (eV) = 6.494 / 6.479
- E_tot (Ha) = -4599.5478
- 2S+1 = 2
- expectation value of S² = 0.816
- charge = +2

Atoms and positions in Å:
I1 2.21 -1.04 -4.67
I2 -0.05 -2.41 -4.32
Ce1 0.18 0.02 -0.10
P1 0.97 -2.03 0.98
C1 -0.21 -3.28 1.38
C2 2.16 -2.74 -0.15
H1 2.63 -3.58 0.36
H2 2.35 -2.52 2.82
H3 2.92 -1.99 -0.43
H4 2.61 -0.83 2.26
H5 -0.76 -3.61 0.49
H6 1.66 -3.08 -1.07
C3 1.86 -1.61 2.47
H7 0.34 -4.12 1.81
H8 1.18 -1.23 3.24
H9 -0.94 -2.91 2.12
P2 -0.70 2.13 -1.01
C4 -2.44 2.27 -1.27
C5 -0.18 3.48 0.04
H10 1.21 2.26 -2.47
H11 -0.15 3.34 -2.95
H12 -0.21 1.58 -3.30
C6 0.12 2.34 -2.58
H13 0.91 3.43 0.23
H14 -0.42 4.41 -0.49
H15 -2.62 3.26 -1.71
H16 -2.99 2.19 -0.32
H17 -0.70 3.45 1.00
H18 -2.80 1.49 -1.94
C7 -1.77 -0.68 0.06
O1 -2.88 -1.09 0.14
Se1 -1.68 1.48 4.49
C8 -1.12 0.98 2.98
N1 -0.69 0.63 1.90

=====

C8H18Cl2O3PRuS as an isolated structure, computed with the ωB97M-V functional and the def2-TZVPD basis.

Calculated values
- energy relative to the best compared isomer or geometry (same formula, charge and spin) (kcal per mole) = 22.6
- gap between HOMO and LUMO (spin up / spin down) (eV) = 7.224 / 4.952
- E_tot (Ha) = -2295.3652
- 2S+1 = 6
- expectation value of S² = 8.781
- charge = +2

Atoms and positions in Å:
C1 -0.28 -3.08 -3.04
C2 -0.76 -2.20 -1.96
H1 -1.16 -3.61 -3.45
H2 0.42 -3.83 -2.62
H3 0.24 -2.53 -3.87
O1 -1.92 -2.22 -1.55
Cl1 2.73 -0.83 -2.07
Ru1 0.58 -0.80 -1.12
P1 0.25 1.18 -2.34
C3 -1.32 2.09 -1.96
C4 1.49 2.53 -2.18
H4 1.03 0.22 -4.38
H5 0.07 1.73 -4.69
H6 -0.77 0.19 -4.29
C5 0.13 0.80 -4.11
H7 2.48 2.10 -2.43
H8 1.22 3.33 -2.89
H9 -1.37 2.96 -2.64
H10 -1.35 2.43 -0.91
H11 1.51 2.93 -1.15
H12 -2.19 1.44 -2.14
C6 -0.73 -0.07 -0.04
O2 -1.27 0.59 0.75
Cl2 1.86 0.56 0.46
C7 0.46 -0.51 3.24
S1 1.16 -1.96 2.41
C8 0.16 -3.14 3.35
O3 0.61 -2.13 1.01
H13 0.64 -0.58 4.32
H14 -0.61 -0.54 2.98
H15 0.95 0.36 2.78
H16 -0.88 -2.83 3.17
H17 0.32 -4.16 3.00
H18 0.42 -3.04 4.42

=====

A 2-piece molecular cluster, C8H18Cl2Si overall, computed with the ωB97M-V functional and the def2-TZVPD basis.

Calculated values
- gap between HOMO and LUMO (spin up / spin down) (eV) = 6.287 / 5.221
- E_tot (Ha) = -1525.3644
- 2S+1 = 3
- expectation value of S² = 2.007

Atoms and positions in Å:
C1 0.93 1.80 0.81
C2 2.48 1.39 -1.16
C3 0.18 2.36 -1.55
C4 -0.72 -1.24 1.74
C5 -2.26 -1.78 -0.23
C6 -0.05 -3.08 -0.04
C7 0.95 1.34 -0.67
C8 -0.75 -1.73 0.31
Si1 0.11 -0.44 -0.86
Cl1 3.10 -0.75 1.82
Cl2 0.37 -0.85 -2.77
H1 0.04 1.47 1.29
H2 1.84 1.39 1.18
H3 0.95 2.89 0.80
H4 2.63 1.27 -2.20
H5 3.15 0.64 -0.66
H6 2.74 2.43 -0.90
H7 -0.46 2.89 -0.87
H8 0.91 3.00 -2.09
H9 -0.35 1.87 -2.28
H10 0.17 -0.72 2.03
H11 -1.63 -0.63 1.84
H12 -0.83 -2.09 2.42
H13 -2.89 -2.10 0.62
H14 -2.38 -2.47 -1.10
H15 -2.66 -0.85 -0.43
H16 0.79 -3.24 0.57
H17 -0.73 -3.91 0.07
H18 0.20 -3.16 -1.04

=====

C8H18Cl3N4O2Sr as an isolated structure, computed with the ωB97M-V functional and the def2-TZVPD basis.

Calculated values
- gap between HOMO and LUMO (eV) = 9.617
- E_tot (Ha) = -2096.3360
- charge = +1

Atoms and positions in Å:
Sr1 -1.42 0.53 0.74
N1 -0.36 -1.00 2.74
C1 0.28 -2.12 2.03
C2 1.41 -1.58 1.15
N2 1.06 -0.45 0.33
C3 1.00 -0.77 -1.08
C4 -0.05 -1.76 -1.43
N3 -1.42 -1.38 -1.05
C5 1.93 0.71 0.49
C6 1.81 1.53 1.78
N4 0.46 2.10 1.79
H1 0.32 -0.34 3.10
H2 -0.98 -1.27 3.48
H3 -0.46 -2.57 1.35
H4 0.64 -2.82 2.78
H5 1.77 -2.35 0.48
H6 2.29 -1.41 1.73
H7 1.94 -1.14 -1.40
H8 0.72 0.15 -1.56
H9 0.14 -2.75 -0.99
H10 -0.02 -1.89 -2.51
H11 -2.05 -2.17 -0.92
H12 -1.90 -0.88 -1.81
H13 1.72 1.42 -0.36
H14 2.96 0.39 0.28
H15 2.60 2.33 1.83
H16 1.83 0.89 2.70
H17 0.38 2.75 0.97
H18 0.42 2.77 2.55
Cl1 -3.68 3.34 -3.20
C7 -2.56 2.02 -3.28
Cl2 -1.19 2.55 -4.21
Cl3 -3.25 0.58 -4.07
C8 -2.19 1.59 -1.83
O1 -3.18 1.40 -1.02
O2 -0.98 1.58 -1.57

=====

C8H18F4KN3O8S4 as an isolated structure, computed with the ωB97M-V functional and the def2-TZVPD basis.

Calculated values
- energy relative to the best compared isomer or geometry (same formula, charge and spin) (kcal per mole) = 110.1
- gap between HOMO and LUMO (eV) = 6.510
- E_tot (Ha) = -3673.7493

Atoms and positions in Å:
K1 -0.37 -0.50 3.70
C1 -1.02 -2.52 -1.13
C2 -0.63 -1.58 -2.34
C3 -1.83 -0.67 -2.56
N1 -1.57 0.48 -3.59
C4 -1.15 -0.11 -4.95
C5 -2.86 1.33 -3.77
C6 -2.29 2.67 -4.26
C7 -1.03 2.95 -3.45
C8 -0.53 1.55 -2.93
H1 -1.61 -3.37 -1.45
H2 -1.49 -2.03 -0.28
H3 -0.08 -2.90 -0.74
H4 -0.53 -2.20 -3.23
H5 0.23 -0.94 -2.14
H6 -2.12 -0.18 -1.64
H7 -2.71 -1.21 -2.92
H8 -1.18 0.62 -5.76
H9 -1.68 -1.06 -5.08
H10 -0.15 -0.52 -4.82
H11 -3.50 0.76 -4.44
H12 -3.34 1.44 -2.79
H13 -2.03 2.66 -5.32
H14 -2.94 3.52 -4.07
H15 -0.31 3.38 -4.14
H16 -1.25 3.66 -2.64
H17 0.44 1.20 -3.27
H18 -0.66 1.54 -1.85
N2 0.38 -3.24 6.82
S1 0.36 -2.63 8.44
O1 1.41 -1.78 8.90
O2 -0.32 -3.42 9.45
F1 -0.79 -1.56 8.12
S2 1.60 -4.09 7.16
O3 1.28 -5.33 7.83
O4 2.91 -3.51 7.36
F2 1.71 -4.56 5.65
N3 2.42 1.93 1.61
S3 3.92 1.50 1.03
O5 5.13 2.11 1.58
O6 3.96 1.05 -0.35
F3 4.02 0.04 1.67
S4 2.70 3.45 1.58
O7 2.76 4.05 0.29
O8 3.49 4.00 2.67
F4 1.25 4.03 2.05